Record 1
{"formula": "C44H69N7NiO3", "method": "wB97M-V/def2-TZVPD", "s2": 3.812, "charge": -1, "homo_lumo_gap_ev": [6.49, 6.75], "multiplicity": 4, "energy_ev": -104363.22460, "species": ["Ni", "O", "O", "O", "N", "N", "N", "N", "N", "N", "N", "C", "C", "C", "C", "C", "C", "C", "C", "C", "C", "C", "C", "C", "C", "C", "C", "C", "C", "C", "C", "C", "C", "C", "C", "C", "C", "C", "C", "C", "C", "C", "C", "C", "C", "C", "C", "C", "C", "C", "C", "C", "C", "C", "C", "H", "H", "H", "H", "H", "H", "H", "H", "H", "H", "H", "H", "H", "H", "H", "H", "H", "H", "H", "H", "H", "H", "H", "H", "H", "H", "H", "H", "H", "H", "H", "H", "H", "H", "H", "H", "H", "H", "H", "H", "H", "H", "H", "H", "H", "H", "H", "H", "H", "H", "H", "H", "H", "H", "H", "H", "H", "H", "H", "H", "H", "H", "H", "H", "H", "H", "H", "H", "H"], "positions_angstrom": [[-0.110, 0.720, -0.768], [1.735, 0.003, -0.766], [-0.743, -0.452, -2.186], [0.391, 2.643, -0.653], [-3.196, 0.227, 0.189], [-1.014, -1.726, -2.141], [-4.208, -1.981, -1.127], [-2.256, 1.282, -0.127], [-4.533, -0.698, -1.600], [-2.538, -1.011, 0.205], [0.056, 0.556, 1.358], [4.409, -0.580, -1.928], [-1.097, -2.320, -3.308], [1.833, 5.444, 1.165], [-2.333, -4.480, -1.115], [1.299, 4.719, 0.101], [2.477, -1.293, -3.381], [1.847, 3.541, 2.559], [2.047, -3.953, 0.534], [-1.951, 2.007, 1.106], [-7.243, -2.235, -0.620], [1.175, -1.696, 0.817], [-5.041, -3.068, -1.608], [1.648, 4.663, -2.419], [0.623, -5.982, 0.857], [-1.945, -4.581, -2.417], [1.018, 5.420, -1.238], [2.513, -5.532, 2.436], [1.327, 2.761, 1.536], [0.989, 3.339, 0.284], [3.454, -1.736, -2.280], [1.586, 6.844, -1.285], [-6.258, -3.398, -0.734], [2.744, -3.489, -0.581], [1.854, -1.237, -0.340], [-2.292, -3.339, -0.123], [-3.061, -2.045, -0.360], [0.219, -0.873, 1.669], [4.306, -2.869, -2.859], [2.973, -6.280, 0.117], [2.048, -5.417, 0.977], [-0.502, 5.526, -1.432], [-4.485, 0.228, -0.475], [2.681, -2.175, -1.029], [2.106, 4.897, 2.415], [1.282, -3.022, 1.215], [-2.633, 2.161, -1.234], [-5.816, -3.877, 0.648], [1.728, 5.640, 4.781], [1.278, 1.272, 1.772], [2.891, 7.174, 3.218], [2.684, 5.703, 3.580], [-1.467, -3.665, -3.406], [-1.146, 1.101, 2.028], [4.045, 5.120, 3.992], [2.104, 0.806, 1.238], [1.423, 1.092, 2.846], [-4.423, -3.957, -1.691], [3.296, 7.710, 4.081], [1.328, 3.626, -2.442], [-3.804, -0.432, -2.262], [-6.678, -4.122, 1.274], [5.050, -3.225, -2.139], [3.691, -3.717, -3.175], [1.094, 7.511, -0.571], [-0.065, -5.454, 1.525], [5.118, -0.898, -1.158], [-8.201, -2.575, -0.217], [1.366, 5.147, -3.360], [-5.375, -2.800, -2.611], [-1.390, -4.078, -4.406], [3.596, 7.284, 2.390], [1.857, -4.974, 3.107], [0.716, -3.332, 2.093], [2.739, 4.684, -2.338], [0.755, 6.058, 4.512], [3.849, 0.277, -1.559], [0.249, -5.862, -0.163], [1.573, 4.610, 5.109], [-2.605, -3.724, 0.853], [-2.087, -5.580, -2.823], [4.741, 5.154, 3.150], [4.977, -0.277, -2.816], [2.944, -7.313, 0.475], [-3.464, 2.836, -0.996], [-1.372, 2.889, 0.842], [-1.781, 0.272, 2.336], [-2.711, -5.408, -0.695], [2.661, 6.851, -1.086], [-5.179, -4.763, 0.574], [3.525, -5.133, 2.547], [1.825, -2.126, -3.665], [-6.855, -1.469, 0.055], [-2.884, 1.567, -2.112], [2.659, -6.278, -0.930], [4.475, 5.688, 4.825], [1.949, 7.651, 2.935], [2.130, 6.210, 5.626], [-6.768, -4.224, -1.243], [3.352, -4.189, -1.135], [2.515, -6.580, 2.756], [3.950, 4.078, 4.304], [-0.862, 1.667, 2.920], [-2.873, 2.318, 1.611], [3.034, -0.969, -4.269], [1.852, -0.473, -3.036], [4.008, -5.931, 0.169], [-0.857, -1.766, -4.219], [2.070, 3.048, 3.503], [-7.419, -1.766, -1.591], [0.528, -0.968, 2.722], [-1.761, 2.763, -1.478], [-0.953, 4.536, -1.418], [2.050, 6.491, 1.007], [-0.945, 6.119, -0.626], [1.424, 7.254, -2.285], [0.603, -7.047, 1.117], [-0.740, 6.006, -2.388], [4.840, -2.496, -3.738], [-4.750, 1.222, -0.817], [-5.238, -0.094, 0.239], [-0.768, -1.319, 1.568], [-5.245, -3.091, 1.152], [-1.262, -2.999, -0.021]], "atomic_forces_ev_per_a": [[0.243, 0.023, 1.058], [0.068, -0.254, -0.183], [-0.128, 0.284, -0.503], [0.055, 0.105, -0.110], [-0.158, 0.196, 0.053], [0.078, -0.031, 0.402], [0.221, -0.147, -0.061], [0.068, -0.124, -0.348], [-0.099, 0.070, -0.016], [0.000, -0.078, -0.088], [-0.111, 0.043, -0.183], [-0.064, 0.006, -0.028], [-0.118, -0.415, -0.314], [0.009, -0.037, -0.037], [0.125, 0.158, -0.100], [0.007, 0.030, -0.041], [-0.003, 0.004, 0.031], [-0.034, -0.018, 0.022], [0.005, -0.043, -0.045], [0.086, 0.007, 0.019], [0.059, -0.050, -0.021], [0.012, 0.133, -0.055], [-0.055, 0.016, 0.244], [0.042, -0.035, 0.095], [0.003, 0.010, -0.003], [-0.076, 0.095, 0.136], [-0.047, -0.018, 0.013], [0.009, 0.003, -0.003], [-0.030, -0.045, 0.020], [-0.010, -0.036, -0.062], [0.021, 0.027, 0.025], [-0.023, 0.010, 0.020], [0.028, 0.110, 0.055], [0.013, 0.018, -0.028], [-0.078, 0.015, -0.071], [-0.159, -0.043, -0.072], [-0.115, 0.096, -0.131], [0.066, -0.085, 0.054], [0.020, -0.020, 0.006], [-0.009, 0.007, -0.016], [-0.014, -0.012, 0.015], [-0.010, -0.049, -0.031], [0.167, -0.074, -0.086], [-0.051, 0.052, 0.002], [0.034, 0.035, -0.017], [-0.027, 0.002, 0.070], [-0.076, -0.091, 0.066], [-0.014, 0.015, -0.047], [-0.017, -0.007, -0.009], [0.016, 0.088, -0.020], [-0.012, 0.004, -0.025], [-0.005, -0.021, -0.010], [0.036, 0.125, -0.038], [0.012, 0.032, -0.016], [-0.008, -0.013, -0.024], [-0.009, -0.041, -0.042], [0.012, -0.013, 0.055], [0.027, -0.029, -0.047], [-0.006, -0.007, -0.023], [-0.018, -0.018, 0.006], [0.053, -0.005, -0.026], [0.036, -0.002, -0.005], [-0.027, -0.004, -0.040], [0.047, 0.035, 0.002], [0.035, -0.022, -0.011], [0.028, -0.028, -0.044], [-0.010, 0.017, -0.032], [0.029, 0.015, 0.015], [0.023, -0.009, 0.034], [0.038, 0.039, -0.034], [-0.026, -0.048, 0.001], [-0.033, 0.016, 0.034], [0.035, -0.019, -0.027], [0.019, 0.026, -0.039], [-0.052, -0.007, -0.009], [0.028, -0.017, 0.026], [0.014, -0.021, 0.016], [0.006, -0.013, 0.039], [-0.001, 0.042, -0.008], [-0.013, -0.042, -0.041], [0.016, -0.010, 0.010], [-0.010, -0.005, 0.042], [-0.029, -0.032, 0.045], [0.011, 0.023, -0.015], [-0.058, 0.012, 0.020], [-0.028, 0.002, -0.023], [0.019, -0.014, -0.005], [0.041, -0.016, 0.020], [-0.042, 0.023, -0.021], [-0.026, 0.048, 0.025], [-0.037, -0.021, 0.006], [0.045, 0.048, 0.013], [-0.016, 0.012, -0.039], [0.030, -0.015, 0.004], [0.031, -0.004, 0.045], [-0.025, -0.027, -0.034], [0.048, -0.006, 0.005], [-0.015, -0.028, -0.036], [0.011, -0.024, -0.016], [-0.021, 0.032, 0.031], [-0.004, 0.047, -0.005], [0.014, 0.040, -0.010], [0.025, -0.021, 0.041], [-0.061, 0.021, 0.022], [-0.018, -0.029, 0.048], [-0.019, -0.015, -0.003], [-0.040, -0.018, -0.019], [-0.005, 0.044, 0.120], [-0.003, -0.002, -0.030], [-0.024, -0.014, 0.036], [0.007, 0.005, 0.046], [0.025, -0.001, 0.050], [0.036, 0.069, -0.015], [-0.016, -0.033, 0.010], [0.004, -0.007, -0.028], [0.000, -0.003, 0.030], [0.000, 0.060, 0.007], [0.019, -0.016, 0.049], [-0.013, -0.016, 0.023], [-0.004, 0.098, 0.033], [-0.051, -0.081, 0.080], [-0.011, 0.010, 0.016], [-0.036, -0.058, -0.003], [0.043, 0.004, 0.064]]}

***

Record 2
{"formula": "C5H9ClO", "method": "wB97M-V/def2-TZVPD", "de_lowest_kj_mol": 205.9, "charge": 0, "smiles": "CC/C(=C/Cl)CO", "homo_lumo_gap_ev": 10.31, "energy_ev": -19899.07340, "species": ["Cl", "O", "C", "C", "C", "C", "C", "H", "H", "H", "H", "H", "H", "H", "H", "H"], "positions_angstrom": [[3.128, -0.417, 0.156], [0.105, 2.253, -0.255], [0.583, -0.025, -0.269], [-0.941, -0.429, -0.605], [0.682, 1.238, 0.542], [1.560, -0.811, -0.528], [-1.660, -1.233, 0.560], [-1.442, 0.570, -0.758], [1.587, -1.644, -1.283], [-2.789, -1.476, 0.440], [0.180, 1.377, 1.537], [1.758, 1.586, 0.547], [-0.884, -0.948, -1.560], [0.785, 2.922, -0.558], [-1.116, -2.203, 0.478], [-1.536, -0.761, 1.557]], "atomic_forces_ev_per_a": [[0.426, -0.558, -0.338], [-0.149, 2.294, -1.475], [-5.089, 0.303, 1.884], [0.596, 2.050, 0.625], [1.916, 1.827, -0.251], [2.588, -1.694, -1.526], [0.140, -0.791, -1.084], [0.340, -1.114, -0.114], [-0.176, 0.807, 1.220], [1.931, 0.745, -0.247], [0.645, -1.119, -0.694], [-0.994, -1.100, 1.041], [-0.495, -0.260, 0.125], [-1.234, -1.473, 0.657], [-0.589, 0.409, 0.864], [0.145, -0.326, -0.687]]}

***

Record 3
{"formula": "C5H13NOS", "method": "wB97M-V/def2-TZVPD", "de_lowest_kj_mol": 142.3, "charge": 0, "smiles": "CC(N)=O.CCSC", "homo_lumo_gap_ev": 9.00, "energy_ev": -19767.62733, "species": ["S", "O", "N", "C", "C", "C", "C", "C", "H", "H", "H", "H", "H", "H", "H", "H", "H", "H", "H", "H", "H"], "positions_angstrom": [[-0.791, 1.205, -1.137], [0.895, 0.063, 2.195], [-1.334, -0.078, 2.144], [-0.890, 2.279, -2.558], [-0.149, -0.605, 2.311], [0.202, -2.055, 2.784], [0.866, 0.601, -1.022], [0.989, -0.605, -1.860], [1.088, 0.310, 0.029], [-0.438, 3.266, -2.413], [-0.456, 1.729, -3.426], [-1.541, 0.749, 1.618], [0.690, -0.550, -2.870], [1.617, 1.329, -1.391], [0.901, -2.012, 3.673], [2.049, -0.871, -1.854], [0.439, -2.633, 1.875], [-1.961, 2.413, -2.782], [0.597, -1.436, -1.395], [-2.245, -0.495, 2.690], [-0.528, -2.603, 3.388]], "atomic_forces_ev_per_a": [[-1.512, 0.561, 1.305], [-1.205, -0.151, -0.868], [-5.971, -1.857, 1.937], [0.188, -0.437, -1.063], [4.750, -0.378, 1.797], [-1.292, 0.256, 1.527], [0.942, 0.623, -0.155], [2.742, -0.303, -0.120], [-0.248, 0.721, -0.596], [0.077, -0.294, -0.048], [-0.165, 0.706, 0.424], [0.605, 0.459, -0.042], [-0.579, 0.306, -1.085], [-0.555, 0.041, 0.585], [0.409, 0.376, -2.005], [0.310, 0.013, -0.369], [0.465, 0.139, 0.790], [0.401, -0.066, 0.211], [-1.603, -1.825, 0.865], [3.342, 1.110, -2.199], [-1.100, 0.000, -0.891]]}

***

Q: What is the formula in the first record?
A: C44H69N7NiO3